[1]
Formula: C31H38MoN2P2Se2Si2Te2
Source: the OMol25 dataset
Level of theory: ωB97M-V/def2-TZVPD

Each line ends with the Mulliken charge.
Element x y z (Å)
Te -3.097339 -4.996956 -2.773318  0.1503
Te -1.256608 -5.677006 -1.210821  0.2715
Mo -0.870337 -1.440095 -0.677635  -0.1859
Se -0.070485 -3.799356 -0.126167  -0.1345
Se -2.577089 -1.660116 -2.110857  -0.4582
P 1.171631 0.398969 -1.183715  2.5226
P -1.064764 0.529700 1.117132  2.1541
Si -3.241324 -1.652209 1.824615  -0.3422
Si 1.986832 -2.206081 -2.663679  -0.3079
N 1.022065 -1.218792 -1.501068  0.4276
N -1.713834 -1.033950 1.014474  0.4498
C 1.188537 1.413321 -2.654867  0.9999
C 0.040955 0.647426 2.508105  0.6696
C -3.287417 -3.464568 1.414945  -0.7971
C -0.375108 0.508016 -0.432771  -1.6814
C -4.717732 -0.771887 1.116664  -0.7814
C -2.797371 2.154737 2.535018  -0.5051
C 1.888855 0.820797 4.563346  -0.5559
C 3.861700 2.471072 1.012024  -0.9200
C -2.363171 1.732540 1.276894  0.8031
C 2.964205 -1.072202 -3.772303  -1.0697
C -4.547643 3.419229 1.486710  -0.5748
C 1.431461 1.978395 3.945964  -0.8720
C 2.343396 2.052712 -3.102633  -0.2750
C 2.324170 2.768495 -4.290060  -0.8484
C 0.005442 2.194552 -4.601209  -0.7556
C 0.507424 1.896824 2.918606  -0.2325
C 3.221761 -3.266705 -1.746577  -0.9818
C 0.769310 -3.198742 -3.673731  -0.3208
C -3.017440 2.166083 0.124412  -0.5590
C 0.512786 -0.513046 3.119358  -0.5112
C -4.109344 3.009406 0.232797  -0.7453
C 4.337529 0.127160 1.316900  -0.9273
C 1.158915 2.835051 -5.040306  -0.5916
C 2.832368 2.157346 0.143100  -0.3337
C 3.304886 -0.194375 0.448025  -0.4360
C -3.890420 3.000240 2.636679  -0.9067
C 4.615727 1.457034 1.593494  -0.5968
C -3.018706 -1.362422 3.648145  -0.9187
C 1.431789 -0.423868 4.152889  -0.8846
C 0.017133 1.490186 -3.411208  -0.9990
C 2.560404 0.818429 -0.151207  0.5013
H 1.295950 -3.879067 -4.346547  0.4236
H -5.621103 -1.320965 1.394120  0.4800
H -0.901917 2.250532 -5.187118  0.4717
H -4.620746 3.349862 -0.657073  0.4757
H 3.692976 -3.925060 -2.482489  0.4072
H 2.834686 -3.896941 -0.950427  0.3426
H -4.680862 -0.729497 0.025704  0.2476
H -2.160050 -1.906333 4.044657  0.3258
H 3.653890 -1.711504 -4.331548  0.5196
H -3.436148 -3.630927 0.344745  -0.0233
H 3.577780 -0.358877 -3.219851  0.3183
H -4.227431 3.334623 3.608178  0.4605
H -3.912391 -1.729142 4.160069  0.4683
H -0.887345 0.997809 -3.069158  0.1453
H 5.427049 1.708428 2.263802  0.4532
H 1.788377 -1.320852 4.640808  0.4803
H -4.817488 0.245431 1.495384  0.2274
H 0.082247 -3.794769 -3.069780  -0.4035
H 0.168182 -2.522449 -4.286733  0.2559
H -4.135713 -3.917515 1.935938  0.3999
H 1.791054 2.944876 4.272023  0.4862
H -2.388156 -3.987352 1.740431  0.2829
H 2.603313 0.890538 5.372880  0.4558
H -5.403428 4.076143 1.567260  0.4250
H 2.354317 -0.521738 -4.488228  0.2866
H 0.154447 -1.483565 2.796583  0.4507
H -2.900287 -0.312182 3.910398  0.2584
H 3.265153 1.991884 -2.539133  0.4219
H 4.082550 3.506478 1.233312  0.4894
H 3.080181 -1.232626 0.233262  0.4602
H 2.249739 2.952819 -0.306113  0.5838
H 3.220783 3.266498 -4.632386  0.4570
H -2.280387 1.837538 3.431890  0.4310
H 4.925810 -0.657555 1.772765  0.4860
H 0.147122 2.803233 2.446144  0.5212
H -2.668634 1.840434 -0.849829  0.3233
H 1.147519 3.387977 -5.969957  0.4337
H 4.015793 -2.641525 -1.330108  0.3311

Force components x, y, z for each atom (eV/Å):
Te 0.2 -0.1 0.2
Te -0.2 0.1 -0.1
Mo 0.0 0.0 -0.2
Se 0.0 -0.4 0.0
Se 0.3 -0.2 0.0
P -0.4 0.1 0.0
P 0.0 0.1 0.1
Si 0.1 0.1 -0.1
Si -0.1 0.1 0.1
N -0.2 0.3 -0.1
N 0.0 0.4 0.0
C 0.1 0.0 -0.1
C 0.1 -0.1 0.0
C -0.2 -0.1 0.1
C 0.3 -0.3 0.1
C 0.1 0.0 0.0
C 0.0 0.0 0.0
C 0.0 0.0 0.0
C 0.0 0.0 0.0
C -0.1 0.0 0.2
C 0.0 -0.2 0.0
C 0.0 0.0 0.0
C 0.0 0.0 0.0
C 0.0 0.1 0.0
C 0.0 0.0 0.0
C 0.0 0.0 0.0
C 0.0 0.0 0.0
C 0.0 0.1 -0.1
C 0.0 0.0 0.0
C 0.0 0.0 -0.1
C 0.0 0.0 0.0
C 0.0 0.0 0.0
C 0.0 0.0 0.0
C 0.0 0.0 0.0
C 0.0 0.0 0.0
C 0.0 -0.1 0.0
C 0.0 0.0 0.0
C 0.0 0.0 0.0
C 0.0 -0.1 -0.1
C 0.0 0.0 0.0
C -0.1 0.0 0.0
C 0.0 -0.1 0.1
H 0.0 0.0 0.0
H 0.0 0.0 0.0
H 0.0 0.0 0.0
H 0.0 0.0 0.0
H 0.0 0.0 0.0
H -0.1 0.0 0.1
H 0.0 0.0 0.0
H 0.0 0.0 0.0
H 0.0 0.0 -0.1
H 0.0 0.0 0.0
H 0.0 0.0 0.0
H 0.0 0.0 0.0
H 0.0 0.0 0.0
H 0.0 0.0 0.0
H 0.0 0.0 0.0
H 0.0 0.0 0.0
H 0.0 0.0 0.0
H 0.1 0.1 -0.1
H 0.0 0.0 0.0
H 0.0 0.0 0.0
H 0.0 0.0 0.0
H 0.0 0.0 0.0
H 0.0 0.0 0.0
H 0.0 0.0 0.0
H 0.0 0.0 0.0
H 0.0 0.0 0.0
H 0.0 0.0 0.0
H 0.0 0.0 0.0
H 0.0 0.0 0.0
H 0.0 0.0 0.0
H 0.0 0.0 0.0
H 0.0 0.0 0.0
H 0.0 0.0 0.0
H 0.0 0.0 0.0
H 0.0 0.0 0.0
H 0.0 0.0 0.0
H 0.0 0.0 0.0
H 0.0 0.0 0.0

Values from the calculation:
Charge: +2
LUMO energy (alpha / beta) (eV): -8.7 / -8.7
HOMO-LUMO gap (alpha / beta) (Ha): 0.1665 / 0.1665
Energy (a.u.): -7982.04192
E_HOMO (alpha / beta) (eV): -13.24 / -13.24



[2]
Formula: C31H38N4O6
Source: the OMol25 dataset
Level of theory: ωB97M-V/def2-TZVPD

Each line ends with the natural charge from an NBO analysis.
Element x y z (Å)
O 1.676539 -3.853526 2.344468  -0.6080
O -0.875736 -0.408894 0.213750  -0.6703
O 0.964808 3.027111 -2.249049  -0.6652
O -2.582315 4.912817 -0.593398  -0.5970
O -0.723997 3.986186 0.259259  -0.5043
O -0.342892 -4.543263 3.083344  -0.5235
N 2.661984 -0.705359 -0.342852  -0.4579
N -0.726439 1.903846 -1.224422  -0.6012
N 2.799518 1.168499 -1.472551  -0.4820
N 0.623243 -1.989920 0.800710  -0.6002
C 0.472922 -3.813614 2.348286  0.8194
C -0.540116 5.105981 1.118927  -0.1085
C 1.337344 -5.128028 -1.977657  -0.1891
C 1.485614 1.038417 -1.128084  0.0463
C 0.101551 6.278017 0.417727  0.0389
C 1.283074 8.463395 -0.825887  -0.2231
C 3.460966 0.101969 -0.979790  0.1931
C -3.447265 1.332024 -2.792265  -0.2070
C -1.753973 2.854949 -1.551433  -0.1561
C -1.099249 -6.126326 4.648096  -0.6152
C -0.335915 -4.639215 -0.317171  0.0569
C 0.429504 -6.899580 -0.648452  -0.2063
C -2.502141 0.137815 -2.907125  -0.6135
C 1.295794 -6.469467 -1.638377  -0.2189
C -1.174235 -3.649644 0.439458  -0.4422
C -3.446953 2.141630 -4.087011  -0.6101
C 0.811223 6.109350 -0.762771  -0.2565
C 1.395052 7.201644 -1.382018  -0.1875
C 1.415300 -0.149031 -0.412950  -0.0054
C -0.012172 7.546830 0.971814  -0.2395
C 0.524898 -4.219301 -1.324100  -0.2419
C -3.139164 2.206850 -1.568773  -0.3977
C 0.163936 -5.507394 4.050936  0.2714
C 0.278998 -0.835047 0.219053  0.6648
C 0.548129 2.090267 -1.576818  0.6563
C -0.316855 -2.856888 1.455222  -0.1314
C -1.752957 4.042309 -0.582194  0.8053
C 1.012374 -6.571625 3.358799  -0.6450
C -0.380379 -5.988756 0.006171  -0.2475
C 0.578879 8.633694 0.354617  -0.2037
C 0.968009 -4.777159 5.125220  -0.6437
H 1.863945 -4.338506 4.694523  0.2384
H 0.903313 5.129225 -1.207464  0.2435
H -0.832376 -6.861070 5.401518  0.2161
H 1.938722 7.061213 -2.304452  0.2108
H 2.005200 -4.787273 -2.755037  0.2122
H 0.483977 9.616785 0.792058  0.2112
H -1.681505 -6.613276 3.870401  0.2141
H -2.862946 -0.552230 -3.667240  0.2070
H -1.517456 3.292931 -2.530967  0.2467
H -2.436347 -0.394060 -1.961304  0.2159
H 1.894973 -6.124137 2.910836  0.2438
H -1.964937 -4.162358 0.987798  0.2251
H -3.819443 1.533679 -4.908454  0.2111
H -0.993129 -2.253768 2.074271  0.2393
H -1.063020 -6.326204 0.773710  0.2084
H -0.963825 1.108821 -0.621922  0.4490
H -1.504121 0.461736 -3.190666  0.2037
H -3.237760 1.600250 -0.665266  0.2084
H 1.932040 -7.178335 -2.147130  0.2130
H 0.103947 4.741461 1.925654  0.2032
H 1.739274 9.313692 -1.311301  0.2107
H 1.259078 -5.477564 5.902705  0.2169
H -0.569166 7.681011 1.888155  0.2074
H 0.367500 -3.986684 5.570466  0.2133
H 3.141392 1.954788 -2.006430  0.4483
H 0.439353 -7.065325 2.578176  0.2131
H -1.627401 -2.924799 -0.239202  0.2383
H 0.557910 -3.175523 -1.599569  0.2140
H 1.325121 -7.313189 4.088550  0.2159
H -2.442099 2.468431 -4.343454  0.2005
H -1.712651 -5.355035 5.106121  0.2170
H 1.597208 -2.273569 0.787662  0.4588
H 0.385335 -7.946921 -0.386195  0.2119
H -1.509717 5.406587 1.532706  0.2074
H -4.082385 3.018925 -3.992299  0.2103
H -3.874207 3.012921 -1.518362  0.2365
H -4.461981 0.945695 -2.637846  0.1999
H 4.513717 -0.055922 -1.101944  0.2060

Force components x, y, z for each atom (eV/Å):
O 0.1 -0.1 0.1
O -0.3 0.0 0.1
O 0.2 0.2 -0.1
O 0.1 0.0 0.0
O 0.3 -0.1 0.2
O -0.4 -0.1 0.1
N 0.1 -0.3 0.2
N -0.1 0.0 0.0
N -0.2 0.1 0.0
N 0.3 -0.1 0.1
C 0.1 0.6 -0.4
C -0.1 0.3 0.3
C 0.1 0.0 -0.1
C 0.0 -0.4 0.3
C -0.1 -0.1 0.0
C 0.0 0.1 -0.1
C 0.1 0.0 0.0
C 0.2 0.0 0.0
C 0.0 0.3 -0.1
C 0.2 0.3 -0.3
C -0.2 0.0 0.0
C 0.0 -0.1 0.0
C -0.3 0.0 -0.1
C 0.1 -0.1 0.0
C 0.1 0.1 0.1
C -0.1 -0.1 0.2
C 0.0 -0.1 0.0
C 0.0 0.0 0.0
C 0.4 0.7 -0.5
C 0.0 -0.1 0.0
C 0.0 0.0 0.0
C 0.0 0.0 -0.2
C 0.3 -0.4 0.5
C 0.0 -0.4 0.2
C -0.4 -0.2 0.1
C -0.4 0.0 0.0
C -0.3 -0.1 -0.3
C -0.1 0.3 -0.1
C 0.0 0.0 0.0
C 0.0 0.1 0.1
C -0.1 0.1 -0.3
H 0.1 0.0 0.0
H 0.0 -0.1 0.0
H 0.1 -0.1 0.1
H 0.0 0.0 -0.1
H 0.1 0.0 -0.1
H 0.0 0.1 0.0
H -0.1 -0.1 -0.1
H 0.0 -0.1 -0.1
H -0.1 0.0 0.2
H 0.1 -0.1 0.1
H 0.0 0.0 0.0
H 0.0 0.0 0.0
H 0.0 0.0 -0.1
H 0.1 -0.1 0.0
H -0.1 0.0 0.1
H 0.2 0.0 -0.1
H 0.1 0.0 0.0
H -0.1 0.0 0.1
H 0.0 -0.1 0.0
H -0.1 0.0 -0.1
H 0.0 0.1 0.0
H 0.0 -0.1 0.1
H -0.1 0.0 0.1
H -0.1 0.1 0.1
H 0.0 0.0 0.0
H -0.1 -0.1 -0.1
H 0.0 0.0 0.1
H 0.0 0.1 -0.1
H 0.0 -0.1 0.1
H 0.1 0.1 -0.1
H -0.1 0.1 0.1
H -0.1 0.1 0.0
H 0.0 -0.1 0.0
H 0.2 -0.1 0.0
H -0.1 0.1 -0.1
H 0.0 0.0 0.1
H 0.1 0.0 0.0
H 0.2 0.1 -0.1

Values from the calculation:
LUMO energy (eV): 0.6
HOMO-LUMO gap (Ha): 0.3504
Structure (SMILES): CC(C)C[C@H](NC(=O)c1[nH]cnc1C(=O)N[C@@H](Cc1ccccc1)C(=O)OC(C)(C)C)C(=O)OCc1ccccc1
Energy (a.u.): -1874.68784
Relative energy (zero: lowest compared OMol25 entry of this formula, charge and spin) (kcal/mol): 38.97
E_HOMO (eV): -8.98



[3]
Formula: C31H38N4Tl
Source: the OMol25 dataset
Level of theory: ωB97M-V/def2-TZVPD

Each line ends with the Mulliken charge.
Element x y z (Å)
Tl -0.140251 -0.719877 -0.086363  0.6792
N 2.140784 0.926499 0.326838  1.0085
N 0.380795 -2.681009 0.775959  -0.4535
N 1.946193 -1.233146 3.341777  -0.1992
N 1.575879 1.499415 -1.716626  0.8696
C -1.709117 1.531299 1.249303  0.7460
C -0.700319 1.182332 -4.661587  -1.0092
C 3.349047 -3.202280 3.251176  -0.5622
C 0.404889 -0.606805 -3.295366  -2.0097
C 0.886757 4.263522 -2.134748  -1.8713
C -2.587843 1.382817 -1.203629  -0.9542
C 0.372792 3.185443 -3.036240  1.3668
C 2.450995 -0.802888 2.140104  0.8474
C 2.054209 0.464852 1.650827  -1.8661
C 2.911376 1.892838 -1.524088  -0.4937
C 0.760077 1.844513 -2.835307  -0.5595
C 3.188925 -1.739501 1.350928  0.0413
C 0.142274 0.836141 -3.589785  1.6372
C 1.064463 0.909186 -0.568533  -1.2213
C 2.459713 -2.320893 3.922977  -0.6281
C -1.858523 2.880484 -6.126017  -1.4880
C -1.008035 2.517571 -4.939958  1.0004
C -2.118133 -0.638173 1.948510  0.3748
C 3.274842 1.493533 -0.295887  -0.8403
C -0.895934 0.867649 3.636134  -1.6457
C -1.575840 0.624264 2.335398  0.5427
C -2.333331 0.843318 0.160774  0.0580
C 0.349992 -3.551381 1.564128  0.4915
C 3.676752 -2.919271 1.916330  -0.5719
C 0.476794 -4.776139 2.254849  -0.4854
C -2.036103 -1.887005 2.739949  -1.1863
C -2.578889 -0.521011 0.579022  0.0361
C -0.141102 -4.640932 3.672199  -0.9992
C -3.051622 -1.635025 -0.294253  -1.0244
C -0.484795 3.512032 -4.102505  -1.0533
C -1.223974 2.937007 1.218307  -1.8551
H -1.032747 3.290706 0.209871  0.2961
H -1.269874 2.889166 -7.054375  0.2845
H -2.283587 3.879955 -5.985791  0.3683
H -2.669993 2.154557 -6.249925  0.3711
H -0.096570 -5.464310 1.593165  0.3883
H 1.448254 -0.799718 -3.012361  0.2644
H -1.968728 3.600159 1.657917  0.4072
H 2.202718 -2.561251 4.981217  0.4948
H -2.567255 -2.582679 -0.074186  0.2356
H 1.568498 -4.995827 2.265075  0.2702
H -1.100497 0.396107 -5.317060  0.3443
H 1.402963 1.040708 2.296616  0.2046
H -1.892045 2.170604 -1.475644  0.1275
H 4.176850 1.479762 0.286682  0.5294
H -1.985212 -2.762739 2.107249  0.2174
H 1.920550 4.531352 -2.403533  0.3650
H 3.735391 -4.089221 3.776618  0.3689
H 3.501438 2.398108 -2.275767  0.5725
H 0.345534 -3.830595 4.252347  0.1406
H -1.628290 0.853056 4.441327  0.3913
H -1.220207 -4.412950 3.591948  0.3070
H -3.594651 1.793739 -1.261798  0.3646
H -0.279342 -1.032041 -2.531094  0.0677
H 4.336581 -3.591171 1.339313  0.3147
H 3.324502 -1.508475 0.296986  0.3250
H -0.723680 4.568557 -4.307956  0.2798
H -2.901287 -2.014905 3.386932  0.2980
H -1.149262 -1.900397 3.367098  0.3059
H 0.013130 -5.597083 4.180081  0.3960
H 0.258469 5.157190 -2.258312  0.4178
H 0.858059 3.988969 -1.068707  0.2608
H -0.412683 1.836281 3.667205  0.4048
H -2.503707 0.619791 -1.973360  0.1260
H -0.304175 3.062583 1.782830  0.3195
H -0.137551 0.120869 3.869326  0.3192
H 0.199616 -1.185125 -4.206189  0.5557
H -4.120326 -1.779842 -0.169757  0.3346
H -2.874623 -1.443268 -1.348583  0.2390

Force components x, y, z for each atom (eV/Å):
Tl -3.3 -0.8 -1.5
N 0.5 0.3 -2.7
N 1.3 -5.4 4.1
N 0.7 0.1 1.4
N 0.1 0.0 0.7
C -0.5 -1.2 -0.2
C 0.2 0.4 0.2
C -0.3 0.0 1.1
C -0.1 -0.5 -1.0
C 0.0 0.6 0.2
C -0.3 0.1 0.1
C 0.1 -0.2 -0.5
C -0.9 0.1 -1.3
C -0.5 -0.9 1.9
C 0.1 -0.2 -0.5
C -1.2 0.4 -0.1
C 0.8 -0.9 0.2
C 0.3 -0.1 -0.3
C 3.9 4.5 0.2
C 0.8 -0.3 -1.2
C -0.1 0.0 0.0
C 0.4 -0.2 0.4
C 0.2 1.0 -1.4
C -1.2 -0.7 1.1
C -0.3 0.0 0.2
C -0.2 -0.4 -1.1
C 0.2 -0.6 1.2
C 0.5 3.3 -3.5
C -0.2 1.0 -0.5
C -0.4 -0.7 0.9
C -0.3 0.0 0.3
C 0.3 1.1 1.1
C 0.1 -0.3 -0.1
C -0.7 0.1 0.2
C 0.3 -0.3 0.1
C -0.2 0.0 0.2
H 0.0 0.0 -0.3
H -0.1 0.0 0.2
H 0.0 -0.2 -0.1
H 0.1 0.2 0.0
H 0.5 -0.1 0.7
H -0.4 0.1 0.2
H 0.0 0.3 0.1
H -0.2 0.3 -0.9
H 0.2 -0.2 0.1
H -0.8 -0.1 0.1
H 0.1 0.3 0.4
H 0.0 0.0 -0.1
H 0.2 0.2 0.0
H 0.3 0.4 -0.3
H -0.1 -0.3 -0.3
H -0.2 0.0 0.2
H -0.1 0.5 -0.3
H -0.2 -0.2 -0.1
H -0.2 -0.5 -0.5
H -0.1 0.1 0.4
H 0.6 -0.2 0.1
H -0.2 0.2 -0.3
H 0.5 0.3 -0.2
H -0.5 0.3 0.3
H 0.3 -0.1 0.1
H 0.1 -0.6 0.3
H -0.2 -0.1 0.3
H 0.2 0.1 0.2
H -0.2 0.2 0.2
H 0.3 -0.2 0.0
H 0.1 -0.1 -0.4
H 0.1 0.3 0.0
H 0.0 -0.2 -0.1
H 0.2 0.0 0.1
H 0.1 -0.1 -0.1
H 0.1 0.0 0.1
H -0.4 -0.2 -0.1
H 0.1 0.1 -0.2

Values from the calculation:
Charge: -1
LUMO energy (eV): 2.5
HOMO-LUMO gap (Ha): 0.1554
Energy (a.u.): -1595.39859
Relative energy (zero: lowest compared OMol25 entry of this formula, charge and spin) (kcal/mol): 5.94
E_HOMO (eV): -1.75



Question: Which of these has the lowest energy?
Answer: C31H38MoN2P2Se2Si2Te2